No. 1
Here is a structure of composition C26H18Br2CuF5N4OS2Se from the OMol25 dataset. Energies are from ωB97M-V/def2-TZVPD.

Structure (XYZ):
```
60
C26H18Br2CuF5N4OS2Se | the OMol25 dataset | ωB97M-V/def2-TZVPD
Cu -1.58026 0.19949 -0.57769
O 0.65122 -0.51687 -0.59173
N 1.49277 0.57286 -0.82925
C 2.83236 0.38679 -0.51442
C 3.75999 1.12728 -1.17861
C 3.35568 2.08557 -2.12776
C 1.97333 2.35286 -2.26511
C 1.00984 1.62957 -1.60946
S -0.68099 2.04989 -1.56617
H 3.03358 -0.32055 0.27685
H 4.80376 0.99079 -0.92688
H 4.08414 2.67273 -2.66703
H 1.62992 3.19689 -2.84974
Br 1.62290 -5.62989 -3.61690
C 1.36557 -4.00685 -2.65829
C 0.54352 -3.99822 -1.54216
C 0.35366 -2.81364 -0.85269
C 0.96714 -1.65423 -1.30624
C 1.81198 -1.66576 -2.40368
C 2.00803 -2.85877 -3.08398
H 0.06601 -4.90771 -1.20595
H -0.25607 -2.76783 0.04082
H 2.29411 -0.75844 -2.73987
H 2.65669 -2.88662 -3.94858
F 0.25556 -0.93217 8.62383
C 0.45947 -0.90028 7.29709
C 0.72680 0.29309 6.65311
F 0.78437 1.43163 7.36406
C 0.93298 0.30604 5.28599
F 1.18728 1.50882 4.73589
C 0.88423 -0.83509 4.48900
Se 1.14526 -0.78654 2.61069
C 0.60998 -2.01525 5.18014
F 0.53604 -3.18289 4.52691
C 0.40323 -2.06120 6.54663
F 0.14210 -3.22700 7.15975
Br -2.87644 -1.41596 -2.04044
C -2.08658 -1.09442 -3.75491
C -2.84853 -1.32537 -4.89287
C -2.24611 -1.04094 -6.10524
C -0.94630 -0.54611 -6.12336
C -0.29461 -0.36407 -4.91729
N -0.86390 -0.64355 -3.74399
H -3.85961 -1.69747 -4.82192
H -2.78866 -1.19800 -7.02874
H -0.44832 -0.30980 -7.05314
H 0.71558 0.02445 -4.87117
C -3.92342 3.44894 1.38314
N -2.63964 3.04479 1.90969
C -1.66456 3.89246 2.40952
C -0.58049 3.13185 2.67235
N -0.89919 1.84572 2.32566
C -2.15099 1.78683 1.85233
S -2.97543 0.40272 1.28100
H -4.22156 4.37872 1.86336
H -4.65466 2.67194 1.59264
H -3.86485 3.59224 0.30337
H -1.83575 4.94673 2.52392
H 0.38215 3.38746 3.07243
H -0.29435 1.00231 2.43510
```

calculated total energy	-11781.49836	hartree
net charge	-1
HOMO-LUMO gap (alpha / beta)	4.84 / 6.38	eV
multiplicity	2

natural (NBO) atomic charge list, values in e, 4 entries: 0.709, -0.387, -0.148, -0.085

No. 2
Here is a structure of composition C26H18BrF4OOsPSe3Te from the OMol25 dataset. Energies are from ωB97M-V/def2-TZVPD.

Structure (XYZ):
```
56
C26H18BrF4OOsPSe3Te | the OMol25 dataset | ωB97M-V/def2-TZVPD
Os -0.65927 1.05015 -0.79161
F -0.08421 -5.89690 -1.49239
C -0.20946 -4.70293 -0.96178
C -0.56496 -4.56216 0.37031
F -0.77625 -5.62764 1.11286
C -0.68998 -3.29300 0.91900
F -0.99516 -3.20567 2.20930
C -0.49873 -2.14361 0.16413
P -0.57990 -0.47800 0.90826
C -2.06206 -0.40505 1.93671
C -3.15553 -1.23648 1.70989
C -4.28318 -1.13547 2.51122
C -4.32689 -0.19780 3.53365
C -3.24349 0.64329 3.75511
C -2.11174 0.54261 2.96005
C 0.84422 -0.46727 2.01172
C 0.69490 -0.84319 3.34882
C 1.81198 -0.94563 4.16253
C 3.07501 -0.68432 3.65094
C 3.22802 -0.32946 2.31745
C 2.11757 -0.22181 1.49737
C -0.12359 -2.32399 -1.16123
Br 0.27797 -0.82369 -2.26647
C 0.02310 -3.56917 -1.73127
F 0.38922 -3.69921 -2.99725
H -3.13300 -1.97444 0.91616
H -5.12196 -1.79794 2.34450
H -5.20117 -0.13064 4.16739
H -3.27134 1.36542 4.56060
H -1.26103 1.18540 3.15431
H -0.28200 -1.06227 3.75660
H 1.69384 -1.23495 5.19780
H 3.94311 -0.76415 4.29130
H 4.21542 -0.14024 1.91793
H 2.24304 0.04271 0.45811
Se -2.76918 0.37784 -1.44624
Se -4.51374 1.47750 -0.44189
Te -3.52936 3.33426 0.78453
Se -1.11519 2.97537 0.48034
C 3.54709 2.36523 -1.36566
C 2.10630 2.15744 -1.68504
O 1.34751 1.81797 -0.75842
C 1.59995 2.32647 -3.05065
C 2.43820 2.11469 -4.14699
C 1.93399 2.21589 -5.43320
C 0.60421 2.56222 -5.63339
C -0.22972 2.81477 -4.54867
C 0.26567 2.69542 -3.26397
H 3.67290 2.47753 -0.29190
H 3.95584 3.22411 -1.89432
H 4.10598 1.48166 -1.69076
H 3.47536 1.84420 -3.99958
H 2.58015 2.03265 -6.28042
H 0.21908 2.65738 -6.63975
H -1.25247 3.12688 -4.71070
H -0.36504 2.98800 -2.42532
```

calculated total energy	-11954.13968	hartree
net charge	+2
HOMO-LUMO gap (alpha / beta)	5.25 / 5.25	eV

natural (NBO) atomic charge list, values in e, 4 entries: -0.034, -0.242, 0.333, 0.291

No. 3
Here is a structure of composition C26H18ClIIrN4O2S2Se at a distorted geometry from the OMol25 dataset. Energies are from ωB97M-V/def2-TZVPD.

Structure (XYZ):
```
56
C26H18ClIIrN4O2S2Se | the OMol25 dataset | ωB97M-V/def2-TZVPD
Ir 0.52599 -0.09633 0.52415
C 0.57807 2.20688 -3.23497
C 0.14675 1.56485 -1.95581
N 0.75789 0.53281 -1.47445
N 1.56113 -0.16620 -2.35769
C 1.91321 -1.31623 -1.92931
S 1.47952 -1.94947 -0.36768
S 2.94585 -2.34343 -2.94398
C 4.55636 -1.61738 -2.44822
C 4.68549 -0.20070 -2.92270
C 4.95383 0.04713 -4.26695
C 5.01593 1.34200 -4.75032
C 4.80373 2.41119 -3.89061
C 4.53728 2.17395 -2.55137
C 4.48112 0.87307 -2.06546
C -1.10932 1.95456 -1.32932
C -1.71957 3.18555 -1.59951
C -3.03632 3.41770 -1.26891
C -3.78618 2.37906 -0.71602
C -3.20799 1.16132 -0.43007
C -1.84499 0.93983 -0.67026
O -1.33085 -0.22732 -0.28032
H 1.55577 1.84851 -3.53903
H 0.60995 3.28800 -3.09417
H -0.15161 2.00071 -4.01962
H 5.29007 -2.26065 -2.93427
H 4.67052 -1.72098 -1.37024
H 5.10041 -0.78863 -4.94174
H 5.22837 1.51838 -5.79699
H 4.85050 3.42641 -4.26410
H 4.36576 2.99963 -1.87741
H 4.25893 0.69900 -1.01744
H -1.14554 3.96213 -2.08706
H -3.49003 4.37880 -1.46572
H -4.83480 2.53151 -0.49301
H -3.78462 0.35838 0.01070
Cl 0.36063 5.72710 4.39266
C 0.84241 4.43544 3.33839
C 2.11906 4.38669 2.85902
C 2.55122 3.34157 2.01861
I 4.53004 3.30633 1.39992
C 1.68742 2.33767 1.62667
O 1.99874 1.34136 0.82313
C 0.36157 2.40910 2.13918
N -0.43970 1.37963 1.76674
C -1.64849 1.27296 2.26296
C -2.17080 2.23807 3.13783
C -1.40442 3.31175 3.49325
C -0.08355 3.42072 3.00592
H 2.82125 5.15851 3.14199
H -2.21875 0.40668 1.95761
H -3.17440 2.11640 3.51874
H -1.78495 4.06841 4.16549
Se 1.16067 -0.89381 2.77474
C 0.99006 -2.72402 2.67035
N 0.87989 -3.87100 2.64052
```

calculated total energy	-5431.11432	hartree
net charge	0
HOMO-LUMO gap (alpha / beta)	7.50 / 6.06	eV
multiplicity	2

natural (NBO) atomic charge list, values in e, 4 entries: 1.116, -0.681, 0.372, -0.310

No. 4
Here is a structure of composition C26H19ClFN3O5Zn at a distorted geometry from the OMol25 dataset. Energies are from ωB97M-V/def2-TZVPD.

Structure (XYZ):
```
56
C26H19ClFN3O5Zn | the OMol25 dataset | ωB97M-V/def2-TZVPD
C -3.05701 2.64464 -0.65293
C -2.40568 3.15839 -1.95231
C -1.09206 3.79258 -1.62481
O -0.97452 4.84645 -1.10435
O 0.04244 3.02421 -1.89184
C 0.35809 2.90062 -3.27296
C 1.22308 1.62765 -3.47793
C 1.11734 0.73962 -2.28203
C 0.08403 -0.20961 -2.14962
C -0.93092 -0.35629 -3.23123
C -0.01825 -1.06918 -1.02178
C -1.07890 -2.11678 -0.98956
C -2.38713 -1.79719 -0.68842
C -3.31410 -2.82332 -0.67763
C -2.89361 -4.09941 -0.97868
C -1.55781 -4.30630 -1.28181
N -0.65228 -3.33597 -1.29435
C 0.86838 -0.95160 0.01162
C 1.94241 0.00185 -0.09720
C 2.04527 0.83998 -1.26135
Cl 3.24796 2.04547 -1.34281
C 2.87823 0.13956 1.07273
O 4.08433 0.41836 0.87262
C 2.36056 -0.15977 2.37719
C 2.96422 0.45112 3.47262
C 2.45956 0.19390 4.73300
N 2.99836 0.83780 5.87136
C 3.78754 0.17879 6.55264
O 4.56431 -0.41859 7.18080
C 1.39119 -0.67533 4.85838
F 0.92537 -0.93105 6.05386
C 0.77787 -1.33441 3.77648
N -0.21629 -2.24092 4.04208
C 1.28298 -1.05730 2.50733
C 0.73902 -1.72295 1.30508
O 0.20434 -2.79390 1.35659
H -3.84046 1.93762 -0.89878
H -2.31474 2.15960 -0.02399
H -3.47295 3.48200 -0.10904
H -3.03002 3.94398 -2.36238
H -2.29653 2.34736 -2.66463
H -0.55045 2.85195 -3.86984
H 0.92391 3.76924 -3.59350
H 2.24594 1.93897 -3.62701
H 0.85373 1.10055 -4.34662
H -1.91453 -0.48259 -2.79902
H -0.71743 -1.22834 -3.84824
H -0.97962 0.51002 -3.87489
H -2.70587 -0.79184 -0.45710
H -4.34838 -2.64010 -0.43468
H -3.57109 -4.93569 -0.99368
H -1.21347 -5.29861 -1.52413
H 3.79228 1.12354 3.32761
H -1.00597 -2.19923 3.41137
H -0.56673 -2.15611 4.98829
Zn 3.69039 -1.32822 -0.34830
```

calculated total energy	-3881.33559	hartree
net charge	+2
HOMO-LUMO gap	3.93	eV

natural (NBO) atomic charge list, values in e, 4 entries: -0.589, -0.524, 0.804, -0.489